Entry 1:
{
  "formula": "C34H55BaBrN3OP2",
  "method": "ωB97M-V/def2-TZVPD",
  "species": ["C", "C", "C", "C", "C", "H", "H", "H", "N", "P", "P", "C", "H", "H", "C", "O", "C", "H", "C", "C", "C", "C", "C", "H", "H", "H", "C", "H", "H", "H", "C", "H", "H", "H", "C", "H", "H", "H", "C", "H", "H", "H", "C", "H", "H", "H", "C", "H", "H", "H", "C", "H", "H", "H", "C", "H", "H", "H", "C", "H", "H", "H", "C", "H", "H", "H", "C", "H", "H", "H", "Ba", "N", "C", "C", "C", "C", "C", "H", "H", "H", "H", "H", "H", "H", "H", "H", "Br", "C", "C", "C", "C", "N", "C", "H", "H", "H", "H"],
  "xyz": [[-1.53154, -1.97733, -1.91406], [0.65538, -1.20463, -1.77137], [-1.27943, -2.59190, -3.14313], [1.00052, -1.92564, -2.92237], [0.02034, -2.60111, -3.63904], [-2.09177, -3.06929, -3.68882], [2.02870, -1.83459, -3.25416], [0.27786, -3.07473, -4.58359], [-0.57030, -1.37162, -1.19297], [-3.15866, -0.99994, 0.21621], [3.42126, 1.12828, -0.26035], [-2.92580, -2.03915, -1.30899], [-3.70859, -1.74944, -2.02962], [-3.12420, -3.08528, -1.03680], [-0.84360, 3.44032, 3.02725], [-1.02644, 4.33062, 3.72529], [1.49883, -0.14997, -1.19587], [2.10834, -0.48393, -0.30682], [4.64119, 1.27093, -1.64008], [3.67619, 1.35136, 1.51206], [-4.49838, 0.30612, -0.24746], [-3.78583, -2.34673, 1.41313], [4.55126, 2.68374, -2.26117], [4.58252, 3.47879, -1.50335], [5.41859, 2.80229, -2.92384], [3.65362, 2.82360, -2.87528], [6.02995, 1.02886, -1.02863], [6.19799, 1.62432, -0.12084], [6.13737, -0.03806, -0.78961], [6.77494, 1.31255, -1.78078], [4.41627, 0.20524, -2.74595], [4.90966, 0.56299, -3.66122], [4.87415, -0.75015, -2.45989], [3.36560, -0.00175, -2.98423], [4.19120, 2.79469, 1.57322], [3.44159, 3.49636, 1.17518], [4.37482, 3.06173, 2.62092], [5.12487, 2.94063, 1.01093], [2.36152, 1.18876, 2.31874], [1.63950, 1.99968, 2.10251], [1.91782, 0.18403, 2.20211], [2.59361, 1.27080, 3.38760], [4.66962, 0.24675, 1.93047], [5.63577, 0.33183, 1.41418], [4.84206, 0.29321, 3.01346], [4.25522, -0.74882, 1.68908], [-4.21565, -1.70910, 2.74652], [-4.56153, -2.51305, 3.41592], [-3.38043, -1.19242, 3.24310], [-5.04264, -0.99417, 2.63057], [-2.58747, -3.28061, 1.67145], [-2.21276, -3.75277, 0.75455], [-1.75128, -2.75237, 2.15013], [-2.90820, -4.08476, 2.35116], [-4.94823, -3.16986, 0.83142], [-5.08607, -4.05173, 1.47407], [-5.89533, -2.62133, 0.82645], [-4.75726, -3.53503, -0.18370], [-4.27784, 0.78004, -1.69584], [-4.56598, 0.01571, -2.43160], [-4.92121, 1.65664, -1.87656], [-3.24057, 1.08617, -1.89997], [-4.34743, 1.50151, 0.71964], [-3.40018, 2.05179, 0.57401], [-5.16201, 2.21714, 0.52781], [-4.41209, 1.19795, 1.77500], [-5.91305, -0.26927, -0.14095], [-6.05849, -1.13888, -0.79580], [-6.19151, -0.52966, 0.88770], [-6.62049, 0.50615, -0.47466], [-0.47944, 0.66076, 1.04983], [2.15611, 2.04193, -0.69892], [1.45784, 1.15598, -1.52132], [0.76357, 1.82466, -2.70214], [1.37120, 1.32247, -4.00227], [-0.71897, 1.50821, -2.72435], [0.94443, 3.33999, -2.55167], [2.43798, 1.53484, -4.05440], [1.25202, 0.23961, -4.07755], [0.87801, 1.79905, -4.85852], [-1.21180, 1.79804, -1.78377], [-1.19758, 2.10811, -3.51224], [-0.90406, 0.44904, -2.92057], [0.41348, 3.85921, -3.35763], [0.57416, 3.69987, -1.57971], [1.99822, 3.63269, -2.58845], [1.28805, -4.69123, 4.34185], [0.54328, -2.93999, 4.35856], [-0.08939, -2.47011, 5.51022], [-0.65472, -1.19534, 5.48161], [-0.58063, -0.43378, 4.31523], [0.01691, -0.89850, 3.18655], [0.60759, -2.13018, 3.21825], [-0.12792, -3.09616, 6.39437], [-1.15427, -0.78068, 6.35492], [-0.99685, 0.58308, 4.26730], [1.12690, -2.45407, 2.31238]],
  "lowdin_charge": [-0.341, -0.294, -0.033, -0.028, -0.037, 0.117, 0.112, 0.118, 0.027, 1.010, 0.914, -0.268, 0.086, 0.071, 0.012, 0.078, -0.269, 0.056, -0.638, -0.692, -0.698, -0.700, -0.090, 0.084, 0.082, 0.043, -0.107, 0.057, 0.079, 0.088, -0.075, 0.093, 0.082, 0.033, -0.112, 0.079, 0.075, 0.069, -0.166, 0.007, 0.003, 0.096, -0.098, 0.060, 0.081, 0.073, -0.090, 0.096, 0.064, 0.067, -0.091, 0.084, 0.049, 0.099, -0.089, 0.094, 0.065, 0.074, -0.086, 0.082, 0.100, 0.056, -0.115, 0.050, 0.096, 0.072, -0.099, 0.087, 0.069, 0.095, 1.607, -0.159, -0.460, -0.532, -0.019, -0.055, -0.060, 0.071, 0.071, 0.101, 0.051, 0.103, 0.076, 0.090, 0.080, 0.061, 0.791, -0.646, -0.076, -0.032, -0.156, -0.159, -0.172, 0.116, 0.121, 0.096, 0.123],
  "energy_ev": -131974.7887,
  "total_charge": 1,
  "homo_lumo_gap_ev": 3.914
}

Entry 2:
{
  "formula": "C4H8N2",
  "method": "ωB97M-V/def2-TZVPD",
  "species": ["C", "C", "C", "N", "N", "C", "H", "H", "H", "H", "H", "H", "H", "H"],
  "xyz": [[1.94380, 0.10523, -0.09520], [0.63208, -0.04549, 0.02473], [-0.31635, -1.21647, 0.21527], [-1.60950, -0.82673, -0.27380], [-1.76726, 0.47768, 0.18782], [-0.61820, 1.26031, -0.12534], [2.32982, 1.03161, -0.03698], [2.77143, -0.66419, 0.20162], [0.04095, -2.06813, -0.50559], [-0.37742, -1.44346, 1.28745], [-1.48720, -0.55558, -1.22452], [-1.74559, 0.26292, 1.14670], [-0.51067, 2.01972, 0.75862], [-0.63229, 1.59306, -1.12912]],
  "lowdin_charge": [0.000, -0.197, -0.221, -0.093, -0.146, -0.092, -0.002, 0.097, 0.156, 0.118, 0.089, 0.076, 0.138, 0.075],
  "smiles": "C=C1CNNC1",
  "energy_ev": -7254.1828,
  "total_charge": 0,
  "homo_lumo_gap_ev": 9.840
}

Entry 3:
{
  "formula": "C3H7ClO",
  "method": "ωB97M-V/def2-TZVPD",
  "species": ["C", "C", "C", "H", "H", "H", "H", "H", "H", "H", "O", "Cl"],
  "xyz": [[1.54679, -1.00902, -0.05511], [-0.16911, 0.93450, -0.44660], [-1.23709, 0.27451, 0.34303], [2.22487, -0.05932, 0.23686], [0.81905, -1.26550, 1.16807], [1.95477, -1.86216, -0.77499], [-0.69747, 1.22339, -1.32445], [0.20790, 1.59232, 0.23153], [-0.92766, -0.25788, 1.14162], [-1.80853, 1.10874, 0.74755], [0.73036, -0.08803, -0.84839], [-2.64387, -0.59156, -0.41913]],
  "lowdin_charge": [-0.078, -0.252, -0.566, 0.108, 0.169, 0.115, 0.121, 0.095, 0.003, 0.067, -0.303, 0.520],
  "energy_ev": -17790.5326,
  "total_charge": 0,
  "homo_lumo_gap_ev": 10.272
}

Entry 4:
{
  "formula": "C3H7NO",
  "method": "ωB97M-V/def2-TZVPD",
  "species": ["C", "N", "C", "C", "O", "H", "H", "H", "H", "H", "H", "H"],
  "xyz": [[-1.77499, 0.67448, 0.21478], [-0.36821, 0.62678, -0.07627], [0.13962, -0.43732, -0.52769], [1.58806, -0.66548, -0.18069], [2.11747, 0.44480, 0.47550], [-1.81014, 0.49646, 1.29465], [-2.36527, -0.10905, -0.28125], [-2.19315, 1.66434, 0.02994], [-0.45030, -1.26541, -0.95000], [1.52756, -1.54169, 0.49381], [2.22153, -0.95874, -1.02541], [1.36782, 1.07083, 0.53264]],
  "lowdin_charge": [-0.122, -0.050, -0.151, -0.268, -0.075, 0.087, 0.076, 0.074, 0.125, 0.122, 0.116, 0.065],
  "smiles": "C/N=C/CO",
  "energy_ev": -6760.9818,
  "total_charge": 0,
  "homo_lumo_gap_ev": 11.125
}